Record 1
Molecular formula: C31H51ClDyP2
Method: DFT, ωB97M-V with the def2-TZVPD basis set

Summary:
* expectation value of S²: 9.794
* E_HOMO (alpha / beta): -9.72 / -8.42 eV
* gap between HOMO and LUMO (alpha / beta): 7.0 / 5.4 eV

ORCA input file:
```
! RIJCOSX wB97M-V def2-TZVPD def2/J DEFGRID3
* xyz 1 6
Dy -0.2808 0.3399 -0.8915
C -2.1262 1.7979 0.1793
C -2.6854 0.9190 -0.8085
C -2.2575 -0.3056 1.1120
C -1.9734 1.0522 1.3934
C -2.6961 -0.4002 -0.2474
C -2.0400 3.2766 0.0461
H -1.6622 3.5667 -0.9494
H -1.3817 3.7181 0.8107
H -3.0386 3.7372 0.1602
C -1.9810 1.6280 2.7541
H -1.7602 2.6992 2.7648
H -1.2685 1.1196 3.4051
H -2.9812 1.5139 3.2015
C -2.4544 -1.3735 2.1257
H -3.5309 -1.4874 2.3494
H -1.9356 -1.1520 3.0668
H -2.0910 -2.3543 1.7773
C -3.3774 -1.5844 -0.8289
H -4.4741 -1.5160 -0.7138
H -3.0620 -2.5173 -0.3397
H -3.1766 -1.6632 -1.9074
C -3.2358 1.3446 -2.1200
H -4.2221 1.8243 -2.0327
H -3.3643 0.4901 -2.7907
H -2.5802 2.0817 -2.6013
C 1.3097 0.5946 -3.2334
C 0.2426 1.4659 -3.3786
C -0.3070 1.7499 -4.7616
C -1.1733 0.6431 -5.4097
C -1.2660 -0.6274 -4.6051
C -0.2385 -1.4575 -4.4905
C 1.0865 -1.1762 -5.1424
C 1.9181 -0.0686 -4.4442
H 0.5089 1.9920 -5.4644
H -0.7901 0.4432 -6.4264
H -0.9279 2.6586 -4.7051
H 2.1662 0.6856 -5.2093
H 1.9493 0.5286 -2.3417
H -0.0552 2.2271 -2.6372
H 2.8760 -0.5223 -4.1437
H 1.6782 -2.1046 -5.1572
H -0.3191 -2.4413 -4.0154
H 0.9568 -0.9047 -6.2047
H -2.1910 1.0326 -5.5680
H -2.2680 -0.8641 -4.2272
P 1.5534 2.0969 0.6389
C 1.2795 3.0049 2.2293
H 2.1282 3.6824 2.4427
H 1.1661 2.3172 3.0804
H 0.3745 3.6312 2.1528
C 3.2782 1.4917 0.9122
H 3.9275 2.2768 1.3450
H 3.7014 1.1717 -0.0571
H 3.2511 0.6290 1.6050
C 1.8073 3.5843 -0.4227
H 2.2535 3.2866 -1.3856
H 2.4682 4.3127 0.0789
H 0.8240 4.0595 -0.5958
P 0.7955 -2.3313 -0.1911
C -0.4064 -3.6067 -0.7803
H 0.1015 -4.4950 -1.1963
H -1.0692 -3.1629 -1.5467
H -1.0284 -3.9229 0.0813
C 2.4230 -2.5445 -1.0413
H 2.2873 -2.6219 -2.1329
H 2.9540 -3.4404 -0.6686
H 3.0392 -1.6540 -0.7985
C 1.2553 -3.1937 1.3698
H 1.5771 -4.2378 1.2133
H 0.4012 -3.2056 2.0681
H 2.1052 -2.6446 1.8063
Cl 0.4531 1.6786 5.3358
C 0.9888 0.0648 5.4715
C 1.3551 -0.3860 6.7219
C 1.8168 -1.6979 6.9143
C 1.9395 -2.5452 5.8089
C 1.5911 -2.1260 4.5511
C 1.0291 -0.8222 4.3294
C 0.5202 -0.4543 3.0948
H 1.2633 0.2733 7.5780
H 2.0381 -2.0710 7.9170
H 2.3215 -3.5546 5.9506
H 1.7771 -2.7965 3.7175
H 0.2265 -1.2024 2.3469
H 0.7123 0.5464 2.7058
*
```


Record 2
Molecular formula: C31H51F2INO10S4
Method: DFT, ωB97M-V with the def2-TZVPD basis set

Summary:
* energy above the lowest of the compared OMol25 structures with the same formula, charge and spin: 0.0 kcal/mol
* E_HOMO: -4.94 eV
* gap between HOMO and LUMO: 6.9 eV

ORCA input file:
```
! RIJCOSX wB97M-V def2-TZVPD def2/J DEFGRID3
* xyz -1 1
C -2.5223 0.0309 -0.0224
C -1.0283 -0.2341 -0.1694
O -0.7093 -0.5041 -1.2694
N -0.1493 -0.4121 0.9716
H -0.6403 0.2319 1.7476
H -0.2103 -1.4331 1.3176
C 1.1987 -0.0841 0.6986
H -2.8313 -0.0571 1.0436
H -3.1263 -0.5541 -0.3574
H -2.7423 1.0009 -0.3674
H 1.3017 1.0169 0.4976
H 1.6177 -0.6771 -0.1294
H 1.7987 -0.3021 1.6416
I 0.2307 -3.8421 1.5386
O -0.9643 1.2199 2.8806
H -0.8453 2.1129 3.2086
F 0.1277 6.0049 -2.6404
C -0.5303 5.3689 -1.6034
C -1.8503 5.4459 -1.3224
C -2.5363 4.7449 -0.3804
C -1.7243 3.9219 0.4656
C -0.3543 3.7759 0.2786
C 0.2697 4.4389 -0.8174
H -2.2973 6.0809 -1.9654
H -3.5933 4.8129 -0.1754
H -2.1643 3.2739 1.2206
H 0.3327 3.0529 0.9016
H 1.4167 4.2889 -0.9774
F -4.4843 -4.6851 -1.3524
C -4.6853 -3.4261 -1.6464
C -5.3773 -2.6611 -0.6794
C -5.6253 -1.3111 -0.9784
C -5.3453 -0.7961 -2.2844
C -4.6263 -1.6221 -3.1804
C -4.3373 -2.9601 -2.8904
H -5.7093 -3.0681 0.3066
H -6.2173 -0.7081 -0.3644
H -5.7083 0.2459 -2.5964
H -4.4403 -1.1851 -4.1114
H -3.6873 -3.5411 -3.7054
C 4.6647 4.1569 2.3806
C 4.7417 4.9409 1.1196
C 5.4227 4.1439 0.1236
S 4.6677 2.5939 0.3186
O 5.8287 1.6939 0.1826
O 3.5257 2.3609 -0.5394
C 4.0937 2.7999 1.9336
H 3.9197 4.5989 3.1986
H 5.5997 3.9279 2.9896
H 5.3267 5.8509 1.2486
H 3.8177 5.1969 0.7676
H 6.4537 4.1849 0.5136
H 5.1647 4.6579 -0.6304
H 4.4887 1.9829 2.3916
H 3.1347 2.7989 1.9576
C -4.0033 -2.1081 2.8506
C -4.1803 -3.5301 3.0606
C -5.2103 -3.6281 4.0516
S -4.6963 -2.4941 5.2606
O -3.8263 -3.2191 6.1486
O -5.8443 -1.8021 5.7856
C -3.7843 -1.4391 4.1966
H -4.7953 -1.5091 2.4296
H -3.1363 -2.0161 2.0786
H -3.1573 -3.9571 3.4286
H -4.3573 -4.0411 2.2786
H -5.2073 -4.6741 4.4086
H -6.1213 -3.2341 3.6816
H -2.9153 -1.5951 4.6216
H -4.2863 -0.5301 4.3756
C 0.6497 -1.1741 -6.3094
C -0.1103 -1.8171 -5.2864
C -0.8083 -0.8611 -4.5524
S -1.2793 0.4639 -5.6004
O -0.7123 1.7559 -5.0494
O -2.5993 0.3689 -6.0264
C -0.2493 -0.0721 -6.9304
H 1.0007 -1.6921 -7.0654
H 1.5267 -0.7061 -5.7214
H 0.3657 -2.5561 -4.8524
H -0.8413 -2.5411 -5.8324
H -0.2153 -0.3751 -3.6714
H -1.7513 -1.2051 -3.8234
H 0.3057 0.9619 -7.4104
H -0.8993 -0.4171 -7.6254
C 5.8167 -3.0361 0.7426
C 6.5357 -1.8261 1.2106
C 6.3027 -1.6741 2.6026
S 4.5767 -1.6061 2.6976
O 4.0787 -0.4361 1.8706
O 4.0827 -1.9931 3.9986
C 4.5217 -2.9511 1.5956
H 6.4357 -3.8131 1.0086
H 5.4237 -2.9711 -0.1644
H 6.4227 -0.9031 0.6356
H 7.6507 -1.9311 1.1786
H 6.8097 -0.8151 2.9296
H 6.5187 -2.5111 3.2306
H 3.4597 -2.7861 0.8326
H 4.4227 -4.0011 2.0436
*
```


Record 3
Molecular formula: C31H51FN2O21
Method: DFT, ωB97M-V with the def2-TZVPD basis set

Summary:
* E_HOMO: -8.88 eV
* gap between HOMO and LUMO: 8.7 eV
* SMILES: FCCc1cccc2nccnc12.COC(=O)OC.COC(=O)OC.COC(=O)OC.COC(=O)OC.COC(=O)OC.COC(=O)OC.COC(=O)OC

ORCA input file:
```
! RIJCOSX wB97M-V def2-TZVPD def2/J DEFGRID3
* xyz 0 1
F -4.4661 -1.1546 2.8152
C -3.8991 -1.2010 1.5497
C -3.3823 0.1698 1.1283
C -1.9918 0.1455 0.5384
C -0.9801 -0.5668 1.1485
C 0.3180 -0.6114 0.6020
C 0.5656 0.0981 -0.5446
C -0.4254 0.8710 -1.1825
N -0.0921 1.5719 -2.3080
C -1.0622 2.2610 -2.8310
C -2.3663 2.2776 -2.3092
N -2.7148 1.6195 -1.2429
C -1.7210 0.8947 -0.6471
H -3.1234 -1.9590 1.5781
H -4.6571 -1.5452 0.8518
H -3.4229 0.8478 1.9767
H -4.0775 0.5754 0.4066
H -1.2158 -1.0930 2.0596
H 1.0797 -1.1860 1.1003
H 1.5532 0.0734 -0.9808
H -0.8532 2.8383 -3.7211
H -3.1179 2.8733 -2.8090
C 0.2676 0.8100 5.5315
O 0.8484 -0.1152 6.4561
C 1.2381 -1.2555 5.8884
O 1.1194 -1.5287 4.7218
O 1.7708 -2.0346 6.8263
C 2.2354 -3.2984 6.3458
H -0.0246 1.6877 6.1010
H 0.9904 1.0986 4.7708
H -0.6161 0.3797 5.0651
H 3.0182 -3.1622 5.6022
H 1.4140 -3.8730 5.9221
H 2.6393 -3.8215 7.2074
C -4.9742 6.1105 -7.0744
O -4.4122 5.1558 -6.1682
C -4.0513 4.0055 -6.7355
O -4.1590 3.7239 -7.8981
O -3.5348 3.2242 -5.7853
C -3.0888 1.9460 -6.2467
H -5.2153 6.9873 -6.4804
H -4.2531 6.3788 -7.8446
H -5.8797 5.7174 -7.5313
H -2.2889 2.0595 -6.9762
H -3.9103 1.3777 -6.6772
H -2.7085 1.4268 -5.3712
C -4.1984 -5.1575 -2.7256
O -4.1514 -4.6157 -1.4042
C -3.3627 -5.2882 -0.5663
O -2.7220 -6.2695 -0.8342
O -3.4065 -4.6816 0.6189
C -2.5957 -5.2928 1.6248
H -4.8695 -4.5190 -3.2925
H -3.2102 -5.1444 -3.1810
H -4.5878 -6.1735 -2.7101
H -1.5476 -5.2817 1.3318
H -2.9211 -6.3141 1.8117
H -2.7288 -4.6985 2.5245
C -3.7118 5.2177 8.3182
O -3.1641 4.2874 9.2544
C -2.7369 3.1501 8.7085
O -2.7742 2.8723 7.5380
O -2.2500 2.3790 9.6783
C -1.7722 1.1105 9.2262
H -4.0155 6.0864 8.8948
H -2.9629 5.5103 7.5848
H -4.5782 4.7920 7.8160
H -0.9695 1.2396 8.5029
H -2.5806 0.5288 8.7872
H -1.3892 0.5910 10.0994
C -1.7405 6.5876 -4.9990
O -0.6591 7.5180 -5.1005
C -1.0242 8.7907 -4.9645
O -2.1455 9.1881 -4.7834
O 0.0652 9.5505 -5.0704
C -0.1830 10.9519 -4.9454
H -1.3140 5.5979 -5.1370
H -2.2073 6.6465 -4.0176
H -2.4781 6.7719 -5.7727
H -0.6045 11.1816 -3.9688
H -0.8544 11.2945 -5.7304
H 0.7803 11.4420 -5.0507
C 4.2047 -0.3700 1.6004
O 4.2558 -1.3331 0.5468
C 5.1717 -2.2867 0.7201
O 5.9167 -2.3843 1.6593
O 5.1145 -3.1102 -0.3237
C 6.0493 -4.1917 -0.2733
H 3.4211 0.3351 1.3361
H 3.9519 -0.8473 2.5458
H 5.1513 0.1593 1.6908
H 5.8669 -4.8169 0.5985
H 7.0704 -3.8164 -0.2565
H 5.8966 -4.7782 -1.1744
C 8.3899 -9.1129 -0.9295
O 7.9100 -7.8846 -1.4812
C 8.0941 -7.7675 -2.7961
O 8.6098 -8.5830 -3.5125
O 7.6060 -6.5876 -3.1775
C 7.7343 -6.3212 -4.5762
H 8.1771 -9.0723 0.1346
H 7.8720 -9.9608 -1.3733
H 9.4627 -9.2093 -1.0837
H 7.1905 -7.0618 -5.1590
H 8.7820 -6.3102 -4.8699
H 7.3003 -5.3393 -4.7397
*
```


Record 4
Molecular formula: C31H52BCaF4N5S2Si2
Method: DFT, ωB97M-V with the def2-TZVPD basis set

Summary:
* energy above the lowest of the compared OMol25 structures with the same formula, charge and spin: 14.6 kcal/mol
* E_HOMO: -7.23 eV
* gap between HOMO and LUMO: 6.8 eV

ORCA input file:
```
! RIJCOSX wB97M-V def2-TZVPD def2/J DEFGRID3
* xyz 0 1
Ca 1.1535 -0.2051 -1.6479
C 3.0592 2.4988 -1.8107
C 2.5607 2.5121 -3.2630
N 1.5865 1.4376 -3.5415
C 1.9004 0.6508 -4.7399
C 3.0750 -0.3002 -4.4787
N 2.9744 -0.9781 -3.1754
C 4.2012 -0.9393 -2.3636
C 4.4581 0.4788 -1.8433
N 3.2382 1.1252 -1.3264
H 3.9827 3.0856 -1.7419
H 2.3287 2.9764 -1.1651
H 2.1374 3.4947 -3.4765
H 3.4028 2.3828 -3.9466
H 0.6422 1.7999 -3.6048
H 1.0174 0.0748 -5.0053
H 2.1465 1.2849 -5.5994
H 3.1347 -1.0160 -5.3003
H 4.0070 0.2678 -4.4962
H 2.6725 -1.9387 -3.2923
H 4.0646 -1.6225 -1.5259
H 5.0823 -1.2707 -2.9255
H 5.2423 0.4396 -1.0849
H 4.8449 1.0914 -2.6604
H 3.2488 1.1445 -0.3073
S 0.0797 2.6780 0.1160
C 0.0327 2.6371 1.7754
N -1.0552 2.9667 2.4750
C -1.0529 2.8691 3.9317
C -0.3594 1.5996 4.3208
N 1.0034 1.6367 3.7905
C 2.0660 1.0521 4.6257
C 1.5651 -0.0913 5.4798
C 1.0077 -1.2269 4.8974
C 0.5460 -2.2676 5.6889
C 0.6381 -2.1863 7.0742
C 1.1903 -1.0586 7.6617
C 1.6456 -0.0139 6.8655
C 1.2584 2.1993 2.6006
S 2.7841 2.5323 2.0544
C -2.3208 3.3796 1.8517
C -3.3833 2.3284 2.0558
C -4.4788 2.5473 2.8820
C -5.4305 1.5503 3.0690
C -5.2862 0.3272 2.4312
C -4.1920 0.1022 1.6025
C -3.2457 1.0978 1.4160
H -2.0837 2.8545 4.2768
H -0.5479 3.7359 4.3681
H -0.9054 0.7358 3.9340
H -0.3070 1.5062 5.4029
H 2.4739 1.8332 5.2723
H 2.8578 0.7337 3.9527
H 0.9399 -1.2983 3.8217
H 0.1209 -3.1444 5.2160
H 0.2825 -3.0017 7.6915
H 1.2653 -0.9880 8.7402
H 2.0760 0.8688 7.3279
H -2.1237 3.5146 0.7945
H -2.6237 4.3398 2.2753
H -4.5952 3.5075 3.3749
H -6.2822 1.7326 3.7119
H -6.0259 -0.4504 2.5759
H -4.0782 -0.8472 1.0943
H -2.3901 0.9222 0.7697
C -1.9772 -3.9925 -1.9835
Si -0.5911 -3.1495 -2.9234
C -0.6208 -3.8019 -4.6947
C 0.9913 -3.8889 -2.1912
C -0.6031 -1.3124 -2.9431
Si -2.1968 -0.4201 -2.9783
C -2.9684 -0.4253 -4.6995
C -2.0137 1.4242 -2.5782
C -3.4944 -0.9745 -1.7365
H -1.7712 -5.0638 -1.8990
H -2.9394 -3.8741 -2.4861
H -2.0724 -3.5896 -0.9701
H -0.4467 -4.8831 -4.7457
H 0.1571 -3.3104 -5.2918
H -1.5833 -3.5908 -5.1743
H 0.9099 -4.9810 -2.1522
H 1.1800 -3.5387 -1.1714
H 1.8783 -3.6689 -2.7993
H -0.1668 -1.0931 -3.9336
H -2.2499 -0.0398 -5.4323
H -3.8668 0.2003 -4.7517
H -3.2419 -1.4387 -5.0123
H -1.3160 1.9557 -3.2391
H -1.6765 1.5819 -1.5484
H -2.9823 1.9256 -2.6829
H -4.0056 -1.8888 -2.0407
H -4.2475 -0.1883 -1.6213
H -3.0431 -1.1557 -0.7545
F 2.6066 -0.9055 1.9395
B 1.5408 -1.3188 1.1570
F 2.0468 -1.4638 -0.2158
F 0.9881 -2.5150 1.5587
F 0.5484 -0.3038 1.0521
*
```